Record 1
Computed, not measured: a cluster of 9 separate species, C11H41O12P in total, with ωB97M-V/def2-TZVPD.

Cartesian coordinates (Å):
C 1.1886 -2.6054 -2.7903
O 2.3097 -2.6796 -3.6800
H 0.8251 -1.5827 -2.8202
H 0.3978 -3.3036 -3.0751
H 1.5004 -2.8271 -1.7641
H 2.7018 -3.5523 -3.5951
C -1.1803 -0.1473 1.1147
O 0.0594 -0.7559 0.7742
H -1.9355 -0.4004 0.3605
H -1.5166 -0.4875 2.0839
H -1.1007 0.9478 1.0990
H 0.3116 -0.5267 -0.1347
C -1.4235 0.3697 -3.2923
O -2.0859 -0.8772 -3.0925
H -2.1836 1.1540 -3.3568
H -0.8017 0.5793 -2.4214
H -0.7883 0.3856 -4.1770
H -2.0390 -1.3792 -3.9090
C -3.2526 -2.5332 3.1697
O -3.5428 -2.6514 4.6007
H -2.1893 -2.3352 3.0604
H -3.5236 -3.5053 2.7518
H -3.8738 -1.7423 2.7688
H -2.7939 -3.1044 4.9960
C 2.9576 -2.1467 0.8340
O 1.8098 -2.9490 1.0341
H 3.1099 -1.9382 -0.2336
H 2.8858 -1.2119 1.3960
H 3.8273 -2.7089 1.1731
H 1.0434 -2.3868 0.8554
C -1.2031 3.8178 -1.3787
O -1.8479 5.0488 -1.6826
H -1.2722 3.1358 -2.2374
H -0.1614 3.9496 -1.1063
H -1.7688 3.2837 -0.6127
H -1.7877 5.1927 -2.6289
C -0.5483 -0.2377 4.9246
O 0.6221 0.3801 5.5198
H -0.2397 -0.6996 3.9904
H -0.9260 -1.0162 5.5877
H -1.2687 0.5547 4.7264
H 0.2956 1.0079 6.1691
C -4.4189 -2.2389 -1.0803
O -5.6869 -2.1309 -0.4502
H -4.4819 -2.8404 -2.0009
H -4.0143 -1.2739 -1.3680
H -3.6639 -2.7512 -0.4693
H -5.8520 -2.9284 0.0591
C 1.6531 2.2452 1.5846
O 1.5895 2.6917 0.2077
P 2.1623 1.7716 -0.9345
O 1.4181 0.5459 -1.1838
O 2.2274 2.7258 -2.1739
C 2.7174 4.0813 -2.0525
O 3.6542 1.5830 -0.4552
C 4.4654 0.5232 -0.9982
H 2.3116 2.9055 2.1468
H 2.0123 1.2220 1.6621
H 0.6552 2.3243 2.0094
H 1.9560 4.7508 -2.4397
H 3.6150 4.1716 -2.6642
H 2.9760 4.3211 -1.0253
H 3.9930 -0.0200 -1.8142
H 4.7276 -0.1552 -0.1884
H 5.3929 0.9602 -1.3726

Lowest unoccupied orbital energy: 0.5 eV
Molar mass: 396.41 g mol⁻¹
Energy: -1687.8767 a.u.
ΔE to the lowest compared entry with this formula, charge and spin: 0.000 eV
Charge: 0
SMILES: COP(=O)(OC)OC.CO.CO.CO.CO.CO.CO.CO.CO

***

Record 2
Computed, not measured: a structure of composition C48H77AsBaF3N7O2S2Si4, with ωB97M-V/def2-TZVPD.

Cartesian coordinates (Å):
Ba 0.3851 -0.3968 0.3257
C -2.3581 2.3109 0.5663
N -2.0329 1.4374 1.6836
C -1.5891 2.2260 2.8200
C -3.1460 0.5637 2.0369
C -2.6922 -0.6761 2.8039
N -2.1145 -1.7176 1.9600
C -3.1282 -2.4085 1.1776
C -1.3958 -2.6884 2.7752
H -3.1847 3.0055 0.8001
H -2.6370 1.7094 -0.2987
H -1.4743 2.9009 0.3098
H -2.4036 2.8539 3.2274
H -0.7703 2.8795 2.5153
H -1.2166 1.5804 3.6151
H -3.6631 0.2657 1.1255
H -3.8767 1.1090 2.6615
H -3.5536 -1.0810 3.3678
H -1.9283 -0.3838 3.5281
H -3.8360 -2.9555 1.8273
H -2.6336 -3.1297 0.5242
H -3.6998 -1.7131 0.5662
H -2.0703 -3.2128 3.4763
H -0.6127 -2.1901 3.3455
H -0.9242 -3.4281 2.1242
C 3.6023 -4.6392 -1.8900
C 2.9564 -5.9801 -2.1280
C 3.7809 -7.0917 -2.2889
C 3.2900 -8.3403 -2.6356
C 1.9291 -8.4951 -2.8526
C 1.0828 -7.4188 -2.6634
C 1.5688 -6.1659 -2.2736
N 0.6402 -5.1336 -2.1169
C 0.6011 -4.1153 -1.1513
N 1.1633 -4.4878 0.0372
C 2.0104 -3.7914 0.9628
C 2.0992 -2.3990 0.9774
C 3.1302 -1.8998 1.7868
C 3.9533 -2.7016 2.5658
C 3.7375 -4.0703 2.6028
C 2.7650 -4.6411 1.7933
C 2.5702 -6.1413 1.8163
N -0.0815 -3.0547 -1.3721
C -0.7406 -2.8841 -2.6028
C -2.1390 -2.8807 -2.5916
C -2.8653 -2.7226 -3.7582
C -2.2046 -2.5561 -4.9655
C -0.8186 -2.5369 -4.9833
C -0.0678 -2.6934 -3.8223
C 1.4347 -2.6382 -3.8792
H 4.4972 -4.5577 -2.5077
H 3.9086 -4.5123 -0.8502
H 2.9496 -3.8053 -2.1370
H 4.8499 -6.9580 -2.1647
H 3.9656 -9.1771 -2.7634
H 1.5277 -9.4530 -3.1596
H 0.0145 -7.5325 -2.8120
H -0.1545 -5.1425 -2.7366
H 1.3801 -5.4717 0.0298
H 3.3048 -0.8246 1.8162
H 4.7422 -2.2631 3.1697
H 4.3370 -4.7025 3.2506
H 3.1706 -6.5807 2.6136
H 2.8835 -6.6185 0.8790
H 1.5266 -6.4173 1.9979
H -2.6507 -2.9908 -1.6446
H -3.9476 -2.7232 -3.7217
H -2.7652 -2.4086 -5.8806
H -0.2979 -2.3913 -5.9242
H 1.7640 -2.0365 -4.7266
H 1.8617 -3.6387 -3.9924
H 1.8362 -2.1949 -2.9692
C 1.7633 3.9123 6.8422
Si 1.8439 2.1886 6.0259
C 3.4732 1.4232 6.6211
C 0.3900 1.2783 6.8226
C 1.9413 2.4336 4.1641
C 2.4503 3.6081 3.6395
C 2.5272 3.8108 2.2619
C 2.0518 2.8017 1.4497
N 1.5838 1.6425 1.9042
C 1.5453 1.4095 3.2402
S 1.0133 -0.1124 3.7710
H 1.6934 3.7969 7.9267
H 0.8859 4.4732 6.5105
H 2.6493 4.5178 6.6321
H 3.4949 1.3260 7.7099
H 4.3187 2.0460 6.3182
H 3.6102 0.4318 6.1845
H 0.3411 1.5096 7.8926
H 0.4882 0.2044 6.6915
H -0.5551 1.5764 6.3633
H 2.7759 4.3983 4.3112
H 2.9292 4.7226 1.8408
H 2.0418 2.9204 0.3674
C -1.4703 5.6888 -0.8915
Si -0.0367 5.3120 -2.0789
C 1.5412 5.9463 -1.2264
C -0.3089 6.4702 -3.5701
As 0.1749 2.9896 -2.3801
Si 2.0819 2.9717 -3.7748
C 2.3052 4.4065 -5.0172
C 3.6377 3.1016 -2.7009
C 2.0466 1.3976 -4.8211
Si -1.5460 2.6565 -3.9656
C -1.3388 3.5950 -5.6159
C -1.5843 0.8315 -4.4058
C -3.2124 3.2320 -3.2806
H -1.5895 6.7618 -0.7246
H -1.3026 5.2120 0.0770
H -2.4119 5.2997 -1.2863
H 1.4209 6.9558 -0.8278
H 2.3825 5.9550 -1.9246
H 1.8096 5.2850 -0.3984
H -0.1124 7.5097 -3.2977
H -1.3381 6.4029 -3.9312
H 0.3505 6.2068 -4.3992
H 2.4558 5.3577 -4.5001
H 1.4448 4.5175 -5.6811
H 3.1854 4.2213 -5.6381
H 3.8525 4.1435 -2.4495
H 4.5048 2.6870 -3.2174
H 3.5145 2.5402 -1.7731
H 1.5305 1.5636 -5.7707
H 1.5233 0.6120 -4.2727
H 3.0521 1.0293 -5.0284
H -0.3686 3.3799 -6.0703
H -1.4170 4.6768 -5.4873
H -2.1132 3.2795 -6.3199
H -0.7151 0.5476 -5.0027
H -2.4849 0.5754 -4.9651
H -1.5927 0.2286 -3.4956
H -3.2784 4.3219 -3.2252
H -3.3727 2.8196 -2.2823
H -4.0250 2.8716 -3.9148
S 4.4471 -0.6371 -2.6470
C 3.0599 -0.1682 -1.9690
N 2.0362 0.1753 -1.5020
F -6.3515 0.9253 -2.9900
C -5.4125 -0.0561 -3.0094
F -4.6897 0.1419 -4.1311
F -6.0827 -1.2211 -3.1960
C -4.5711 -0.0679 -1.6602
O -5.2781 -0.3469 -0.6852
O -3.3721 0.2127 -1.7915

Lowest unoccupied orbital energy: 3.8 eV
Molar mass: 1229.91 g mol⁻¹
Energy: -6924.6263 a.u.
ΔE to the lowest compared entry with this formula, charge and spin: 0.560 eV
Charge: -2

***

Record 3
Computed, not measured: a structure of composition C20H33GeN3OSe2SiTl, with ωB97M-V/def2-TZVPD.

Cartesian coordinates (Å):
Tl 0.8318 -0.0416 -0.6201
O 0.7986 -2.4515 3.3940
C 0.6563 -2.0218 2.2307
N 1.3752 -1.1182 1.5973
C 2.4690 -0.6040 2.3814
C 3.6257 -0.1409 1.5333
C 4.9151 -0.0833 2.0661
C 5.9569 0.3428 1.2677
C 5.6966 0.6914 -0.0511
C 4.3920 0.6005 -0.4995
N 3.3861 0.2107 0.2765
C -0.4948 -2.6076 1.4293
C -1.2181 -3.6663 1.9742
C -2.2668 -4.1998 1.2513
C -2.5718 -3.6635 0.0081
C -1.8031 -2.6066 -0.4513
N -0.7963 -2.0896 0.2420
H 2.8364 -1.3536 3.0938
H 2.1483 0.2508 3.0025
H 5.0826 -0.3887 3.0901
H 6.9645 0.3870 1.6608
H 6.4837 1.0093 -0.7197
H 4.1307 0.8244 -1.5265
H -0.9270 -4.0275 2.9494
H -2.8429 -5.0266 1.6487
H -3.3812 -4.0520 -0.5950
H -1.9956 -2.1523 -1.4177
C -1.5592 0.4543 2.9387
Ge -2.9238 1.6006 2.1518
C -3.1468 3.2008 3.2651
C -4.6479 0.6632 2.0676
C -2.3995 2.0576 0.3136
Se -0.9048 3.3064 0.1831
C -1.9703 4.9294 0.3427
H -1.5090 0.5908 4.0181
H -0.5792 0.6746 2.5179
H -1.7710 -0.5939 2.7409
H -3.3336 2.8896 4.2932
H -3.9826 3.8189 2.9385
H -2.2368 3.7996 3.2541
H -4.9667 0.3503 3.0609
H -4.5647 -0.2259 1.4440
H -5.4191 1.3078 1.6465
H -3.2236 2.4471 -0.2868
H -2.0464 1.1451 -0.1714
H -2.5387 4.9416 1.2688
H -2.6442 5.0180 -0.5077
H -1.2804 5.7709 0.3390
C 1.9748 0.7467 -4.7947
Si 1.2390 -0.9325 -4.3324
C 1.4779 -2.0629 -5.8268
C -0.6236 -0.6641 -4.1627
Se 2.1803 -1.7947 -2.5187
H 1.6039 1.0962 -5.7600
H 3.0614 0.6863 -4.8417
H 1.7160 1.4912 -4.0411
H 1.0847 -1.6057 -6.7363
H 0.9672 -3.0124 -5.6695
H 2.5347 -2.2785 -5.9779
H -1.0517 -0.2730 -5.0873
H -0.8463 0.0404 -3.3601
H -1.1221 -1.6048 -3.9261

Lowest unoccupied orbital energy: 2.3 eV
Molar mass: 794.50 g mol⁻¹
Energy: -8363.3255 a.u.
Charge: -1

***

Record 4
Computed, not measured: a cluster of 2 separate species, C6H18NO in total, with ωB97M-V/def2-TZVPD.

Cartesian coordinates (Å):
C -2.4185 0.2477 -1.2781
C -2.2137 -1.0635 -0.6279
C -1.0926 -0.9213 0.4594
C 0.2694 -1.3957 -0.0809
C 0.9235 -0.3797 -1.1781
C 1.1620 1.0094 -0.6651
N 2.4502 0.8295 0.3757
H -1.6376 0.9222 -1.5274
H -3.2554 0.2559 -2.0410
H -2.8393 0.8421 -0.2883
H -2.0083 -1.9948 -1.1767
H -3.2206 -1.4366 -0.2804
H -0.7494 0.1762 0.8373
H -1.3979 -1.4784 1.2016
H 0.9617 -1.2471 0.6957
H 0.3354 -2.3381 -0.5002
H 1.8655 -0.8870 -1.3897
H 0.2814 -0.2242 -2.0790
H 0.4272 1.7289 -0.2435
H 1.5183 1.5301 -1.5918
H 3.1365 1.6242 0.3099
H 2.0271 0.7662 1.3426
H 2.9150 -0.0515 0.1343
H 0.1458 0.7879 3.1255
H 1.3680 1.3865 3.6559
O 1.0462 1.3114 2.8101

Lowest unoccupied orbital energy: -3.2 eV
Molar mass: 120.22 g mol⁻¹
Energy: -369.0660 a.u.
ΔE to the lowest compared entry with this formula, charge and spin: 3.033 eV
Charge: +1

***

Record 5
Computed, not measured: a cluster of 8 separate species, C32H42N6O6 in total, with ωB97M-V/def2-TZVPD.

Cartesian coordinates (Å):
C 4.8024 -0.5971 2.7004
C 3.3650 -0.1181 2.5686
C 2.4108 -0.4263 3.7476
O 1.7785 0.7786 4.0053
C 2.3514 1.8128 3.4069
O 2.0653 2.9536 3.5314
O 3.3730 1.3326 2.6272
H 5.4594 0.1353 3.1704
H 5.2311 -0.6784 1.6999
H 4.8963 -1.5401 3.2366
H 2.8960 -0.4192 1.6338
H 3.0195 -0.7454 4.6050
H 1.7375 -1.2675 3.6050
C 0.4009 -2.2331 1.4947
C 0.4316 -2.2047 -0.0413
C -0.4306 -1.1180 -0.6961
O 0.5089 -0.3863 -1.5108
C 1.7560 -0.6207 -1.0706
O 2.6959 0.0230 -1.4495
O 1.7959 -1.6695 -0.2750
H 1.2822 -2.7200 1.9011
H -0.4728 -2.7667 1.8758
H 0.2900 -1.2002 1.8245
H 0.4694 -3.1171 -0.6334
H -0.9796 -0.4517 -0.0261
H -1.1967 -1.5028 -1.3700
N 2.9720 2.2296 -3.6486
C 2.7752 1.7147 -4.9218
C 2.5222 2.7728 -5.7483
C 2.8140 3.9390 -5.0601
C 2.9457 3.6050 -3.7316
H 3.1248 1.7621 -2.7705
H 2.7844 0.6399 -5.0037
H 2.3563 2.6972 -6.8135
H 2.8343 4.9223 -5.5044
H 3.1093 4.1659 -2.8260
N -4.6470 1.8084 0.0913
C -4.1285 2.3210 -1.0836
C -3.6943 1.2916 -1.8522
C -3.9830 0.0774 -1.1656
C -4.5650 0.4601 0.0356
H -4.8862 2.4335 0.8360
H -4.1939 3.3852 -1.2434
H -3.1310 1.3313 -2.7717
H -3.8057 -0.9151 -1.5431
H -4.7511 -0.1765 0.8833
N 1.0225 -6.9939 3.5355
C 0.7061 -6.3692 2.3851
C -0.6408 -6.0420 2.4715
C -1.1065 -6.4920 3.7285
C -0.0271 -7.0576 4.3906
H 1.9599 -7.3371 3.6592
H 1.4425 -6.1723 1.6253
H -1.2977 -5.5888 1.7460
H -2.0740 -6.3239 4.1699
H 0.0744 -7.4939 5.3687
N -0.6589 1.3466 -5.2870
C -1.9576 1.6179 -5.6417
C -2.7339 0.5408 -5.2788
C -1.8400 -0.4201 -4.7705
C -0.5848 0.1107 -4.7242
H 0.1801 1.8918 -5.4206
H -2.1203 2.5788 -6.1039
H -3.7865 0.3612 -5.4090
H -2.1922 -1.3452 -4.3320
H 0.3467 -0.1897 -4.2729
N -0.0897 2.4754 -0.7401
C -0.5518 3.6285 -1.2931
C -0.4966 4.6240 -0.3198
C -0.1456 3.9711 0.8975
C 0.0878 2.6492 0.5821
H 0.1691 1.6028 -1.1638
H -0.7134 3.6897 -2.3579
H -0.5323 5.6737 -0.5560
H 0.0745 4.4500 1.8376
H 0.4748 1.8830 1.2341
N -1.5859 0.4209 4.4138
C -2.3052 -0.6377 3.9205
C -2.5532 -0.3563 2.5974
C -2.0470 0.8992 2.3126
C -1.3639 1.3356 3.4148
H -0.9316 0.3270 5.1737
H -2.6623 -1.4899 4.4746
H -3.1185 -1.0349 1.9787
H -2.0530 1.3653 1.3387
H -0.7577 2.1833 3.6955

Lowest unoccupied orbital energy: 0.2 eV
Molar mass: 606.72 g mol⁻¹
Energy: -2024.4884 a.u.
ΔE to the lowest compared entry with this formula, charge and spin: 0.632 eV
Charge: 0
SMILES: C[C@H]1COC(=O)O1.C[C@H]1COC(=O)O1.c1cc[nH]c1.c1cc[nH]c1.c1cc[nH]c1.c1cc[nH]c1.c1cc[nH]c1.c1cc[nH]c1

***

Record 6
Computed, not measured: a structure of composition C16H22F10INO10S, with ωB97M-V/def2-TZVPD.

Cartesian coordinates (Å):
C 5.7855 -2.7308 -2.9975
C 5.7192 -1.2280 -3.1533
O 6.7398 -0.5798 -3.2353
O 4.5254 -0.5854 -3.2588
C 3.3687 -1.2936 -2.7709
C 2.2778 -0.2565 -2.6819
N 0.9867 -0.7515 -2.1748
I 1.0434 -1.5539 -0.2796
S 0.1955 -1.6947 -3.2606
O 0.4816 -1.2540 -4.5745
O 0.2762 -3.0762 -2.9502
F -1.2459 -1.2575 -2.9359
H 5.9591 -3.1804 -3.9690
H 4.9466 -3.1924 -2.4935
H 6.6686 -2.9298 -2.4034
H 3.1242 -2.0905 -3.4720
H 3.6053 -1.7566 -1.8178
H 2.5934 0.5632 -2.0446
H 2.1291 0.1594 -3.6721
C -4.7417 -2.0592 4.5405
C -4.2621 -2.9395 3.4082
O -2.9635 -2.5204 2.9364
C -1.9253 -2.9544 3.6282
O -1.9419 -3.6515 4.5965
C -0.6295 -2.4555 2.9690
F -0.7151 -1.1688 2.6232
F -0.3737 -3.1714 1.8536
F 0.4097 -2.5892 3.7811
H -4.7366 -1.0118 4.2374
H -5.7522 -2.3352 4.8315
H -4.0941 -2.1524 5.4119
H -4.9233 -2.8525 2.5492
H -4.2301 -3.9886 3.6980
C -4.5777 3.3395 7.9483
C -5.3985 3.2441 6.6810
O -5.8468 1.8933 6.4523
C -6.9349 1.5234 7.1108
O -7.5751 2.1874 7.8675
C -7.3029 0.0823 6.7234
F -6.2243 -0.7085 6.7010
F -7.8531 0.0572 5.5023
F -8.1765 -0.4332 7.5765
H -3.7468 2.6343 7.9182
H -4.1806 4.3469 8.0646
H -5.1806 3.1023 8.8243
H -4.7939 3.4998 5.8137
H -6.2517 3.9202 6.7020
C 5.7170 1.7255 -5.2940
C 5.9601 1.9424 -6.7708
O 4.7189 2.1252 -7.4841
C 4.2057 3.3434 -7.4573
O 4.6600 4.3024 -6.9093
C 2.9154 3.3762 -8.2937
F 2.1436 2.3156 -8.0425
F 3.2148 3.3713 -9.5983
F 2.2129 4.4717 -8.0332
H 5.0322 0.8970 -5.1318
H 6.6476 1.5115 -4.7734
H 5.2691 2.6160 -4.8511
H 6.4237 1.0637 -7.2144
H 6.6216 2.7886 -6.9510

Lowest unoccupied orbital energy: -0.9 eV
Molar mass: 737.30 g mol⁻¹
Energy: -3124.5976 a.u.
Charge: 0

***

no.,F_max (eV/Å)
1,1.96
2,1.51
3,0.17
4,5.92
5,2.42
6,1.36